Record 1
DFT (the ωB97M-V functional and the def2-TZVPD basis) results for a 19-piece molecular cluster, C29H37BCl54NO3PSi overall at a distorted geometry.

Element x y z (Å)
1 C 6.3118 4.6859 3.5391
2 B 7.2609 3.4620 3.8148
3 O 8.5036 3.3841 3.1943
4 Si 6.6543 1.9822 5.0482
5 C 6.2823 2.6003 6.8061
6 C 5.3867 1.6931 7.6812
7 C 4.2376 1.0396 6.9647
8 O 4.3298 -0.0688 6.5134
9 N 2.9915 1.7213 6.8626
10 C 2.6925 2.2263 5.5544
11 C 2.5629 1.3756 4.4642
12 C 2.2814 1.8989 3.2155
13 C 2.0962 3.2637 3.0261
14 C 2.2363 4.0930 4.1314
15 C 2.5213 3.5929 5.3911
16 P 8.1457 0.3125 4.9620
17 C 7.6521 -1.0081 6.1692
18 O 7.8316 -0.3852 3.4604
19 H 6.0850 4.6557 2.4673
20 H 6.7856 5.6363 3.7838
21 H 5.3546 4.5691 4.0488
22 H 8.4070 2.8815 2.3749
23 H 5.3904 1.4706 4.4383
24 H 7.2118 2.7321 7.3601
25 H 5.8416 3.5954 6.7233
26 H 4.9499 2.3225 8.4627
27 H 5.9769 0.9210 8.1622
28 H 2.9383 2.4665 7.5470
29 H 2.7201 0.3231 4.6457
30 H 2.2048 1.2069 2.3907
31 H 1.8841 3.6873 2.0396
32 H 2.1231 5.1604 3.9967
33 H 2.6089 4.2743 6.2273
34 H 8.5573 -1.3703 6.6417
35 H 6.9207 -0.6706 6.8991
36 H 7.1921 -1.8325 5.6269
37 H 6.8712 -0.4655 3.3855
38 C 8.8218 -4.9381 7.1897
39 Cl 9.1096 -4.1185 5.6548
40 Cl 10.3495 -5.3661 7.9639
41 Cl 7.8377 -3.9434 8.2647
42 H 8.2789 -5.8513 6.9872
43 C -0.5482 1.9888 -0.2240
44 Cl -2.2139 2.5783 -0.2655
45 Cl 0.2579 2.3026 -1.7611
46 Cl 0.3504 2.7160 1.1241
47 H -0.5717 0.9177 -0.0680
48 C 2.0530 0.0952 -4.6413
49 Cl 2.2624 -0.5327 -3.0055
50 Cl 0.7911 -0.8010 -5.4868
51 Cl 1.6708 1.8189 -4.6101
52 H 2.9846 -0.0372 -5.1750
53 C -3.2238 -0.8633 -4.0537
54 Cl -4.6413 -1.2879 -3.0949
55 Cl -2.2756 0.3910 -3.2551
56 Cl -2.2320 -2.2874 -4.3705
57 H -3.5652 -0.4739 -5.0029
58 C -1.3593 5.9331 -3.3034
59 Cl -0.6190 4.5453 -4.1000
60 Cl -3.1167 5.8682 -3.4503
61 Cl -0.8708 6.0151 -1.6118
62 H -1.0122 6.8308 -3.7969
63 C -7.5876 -0.3342 -5.6435
64 Cl -7.8186 -1.4160 -7.0138
65 Cl -5.9908 0.4158 -5.6932
66 Cl -8.8544 0.8865 -5.6035
67 H -7.6542 -0.9203 -4.7353
68 C -10.8272 -4.3134 -8.5009
69 Cl -10.0555 -5.6211 -7.6002
70 Cl -10.8131 -2.8241 -7.5625
71 Cl -10.0203 -4.0785 -10.0541
72 H -11.8552 -4.5916 -8.6907
73 C -6.9105 -6.3066 -9.4136
74 Cl -6.6265 -7.9761 -9.9099
75 Cl -6.2005 -5.9938 -7.8291
76 Cl -6.2784 -5.1800 -10.6153
77 H -7.9789 -6.1535 -9.3391
78 C 0.4679 -0.7776 9.2759
79 Cl 0.7452 -2.4583 8.8130
80 Cl 0.8897 -0.5211 10.9744
81 Cl 1.3879 0.3174 8.2280
82 H -0.5873 -0.5679 9.1592
83 C -10.9085 0.4855 -1.9568
84 Cl -12.2330 -0.4571 -1.2710
85 Cl -9.6003 -0.5827 -2.4680
86 Cl -11.4861 1.4702 -3.3000
87 H -10.5272 1.1476 -1.1912
88 C 0.4474 1.3933 -8.6210
89 Cl 0.2912 2.2743 -10.1370
90 Cl 2.1471 1.0185 -8.3041
91 Cl -0.2565 2.3100 -7.2893
92 H -0.0956 0.4616 -8.7144
93 C -2.4662 0.4621 -12.8564
94 Cl -2.2515 -0.1960 -11.2334
95 Cl -3.6984 -0.4384 -13.7388
96 Cl -2.8734 2.1772 -12.7842
97 H -1.5285 0.3610 -13.3865
98 C 2.5148 7.0307 0.9492
99 Cl 1.2745 7.9465 1.8101
100 Cl 3.8669 6.6588 2.0124
101 Cl 1.8260 5.5594 0.2569
102 H 2.8846 7.6425 0.1372
103 C -15.1792 -1.3386 -3.7396
104 Cl -15.8370 0.1885 -4.3252
105 Cl -16.4716 -2.5116 -3.4657
106 Cl -13.9909 -1.9796 -4.8711
107 H -14.6839 -1.1541 -2.7956
108 C 12.1329 -6.2696 11.6703
109 Cl 12.4107 -7.9805 12.0180
110 Cl 12.3234 -5.2890 13.1219
111 Cl 13.2213 -5.7124 10.3984
112 H 11.1164 -6.1584 11.3156
113 C -17.9782 -4.3349 -6.7809
114 Cl -19.3294 -5.2815 -6.1562
115 Cl -16.6527 -5.3913 -7.2757
116 Cl -18.4972 -3.3156 -8.1235
117 H -17.6224 -3.6913 -5.9868
118 C 2.2656 4.2533 -13.2502
119 Cl 2.9995 2.8886 -14.0941
120 Cl 0.5029 4.1474 -13.3127
121 Cl 2.8239 4.3309 -11.5810
122 H 2.5679 5.1622 -13.7526
123 C 10.0614 -7.5316 16.2847
124 Cl 10.4547 -7.9790 14.6252
125 Cl 10.7553 -5.9607 16.6911
126 Cl 8.3148 -7.5262 16.5400
127 H 10.4950 -8.2711 16.9443

Calculated values
Orbital gap, eV: 8.09
HOMO, eV: -7.93
E_tot, eV: -732358.644
Largest force on an atom, eV/A: 1.98

Mulliken population analysis, charges in e, atoms 1 to 99: number 1, C, carries -0.731; number 2, B, carries 0.424; number 3, O, carries -0.471; number 4, Si, carries -0.112; number 5, C, carries -0.742; number 6, C, carries -1.068; number 7, C, carries 0.413; number 8, O, carries -0.494; number 9, N, carries -0.022; number 10, C, carries 0.265; number 11, C, carries -0.245; number 12, C, carries -0.811; number 13, C, carries 0.023; number 14, C, carries -0.644; number 15, C, carries -0.302; number 16, P, carries -0.022; number 17, C, carries -0.746; number 18, O, carries -0.509; number 19, H, carries 0.283; number 20, H, carries 0.353; number 21, H, carries 0.103; number 22, H, carries 0.298; number 23, H, carries -0.167; number 24, H, carries 0.578; number 25, H, carries 0.446; number 26, H, carries 0.419; number 27, H, carries 0.381; number 28, H, carries 0.365; number 29, H, carries 0.514; number 30, H, carries 0.417; number 31, H, carries 0.073; number 32, H, carries 0.439; number 33, H, carries 0.341; number 34, H, carries 0.348; number 35, H, carries 0.183; number 36, H, carries 0.271; number 37, H, carries 0.317; number 38, C, carries -0.021; number 39, Cl, carries -0.102; number 40, Cl, carries -0.090; number 41, Cl, carries -0.116; number 42, H, carries 0.330; number 43, C, carries -0.279; number 44, Cl, carries -0.112; number 45, Cl, carries 0.093; number 46, Cl, carries -0.168; number 47, H, carries 0.380; number 48, C, carries -0.128; number 49, Cl, carries -0.123; number 50, Cl, carries -0.051; number 51, Cl, carries -0.068; number 52, H, carries 0.351; number 53, C, carries 0.135; number 54, Cl, carries -0.120; number 55, Cl, carries 0.020; number 56, Cl, carries -0.149; number 57, H, carries 0.100; number 58, C, carries -0.106; number 59, Cl, carries -0.044; number 60, Cl, carries -0.132; number 61, Cl, carries -0.058; number 62, H, carries 0.329; number 63, C, carries 0.267; number 64, Cl, carries -0.096; number 65, Cl, carries -0.120; number 66, Cl, carries -0.106; number 67, H, carries 0.045; number 68, C, carries 0.003; number 69, Cl, carries -0.128; number 70, Cl, carries -0.062; number 71, Cl, carries -0.116; number 72, H, carries 0.333; number 73, C, carries 0.448; number 74, Cl, carries -0.135; number 75, Cl, carries -0.110; number 76, Cl, carries -0.115; number 77, H, carries -0.104; number 78, C, carries -0.049; number 79, Cl, carries -0.135; number 80, Cl, carries -0.146; number 81, Cl, carries 0.047; number 82, H, carries 0.306; number 83, C, carries 0.010; number 84, Cl, carries -0.124; number 85, Cl, carries -0.095; number 86, Cl, carries -0.114; number 87, H, carries 0.321; number 88, C, carries -0.020; number 89, Cl, carries -0.032; number 90, Cl, carries -0.137; number 91, Cl, carries -0.051; number 92, H, carries 0.240; number 93, C, carries 0.065; number 94, Cl, carries -0.093; number 95, Cl, carries -0.125; number 96, Cl, carries -0.122; number 97, H, carries 0.265; number 98, C, carries -0.188; number 99, Cl, carries -0.132

Record 2
DFT (the ωB97M-V functional and the def2-TZVPD basis) results for C29H37Cl2NO3PRuSTe as an isolated structure at a distorted geometry.

Element x y z (Å)
1 Ru -13.0608 15.9661 -5.1769
2 C -11.1692 13.1935 -5.9459
3 N -11.0267 14.5844 -5.5288
4 C -10.0393 14.7608 -4.4256
5 C -10.5448 15.4303 -6.6562
6 C -10.4416 16.8344 -6.1755
7 C -9.2188 17.4797 -6.3342
8 C -9.0972 18.6971 -5.7558
9 C -10.1338 19.3472 -5.1001
10 C -11.3652 18.7025 -4.9621
11 C -11.5011 17.3852 -5.4581
12 H -10.2059 12.7266 -6.1493
13 H -11.6172 13.2853 -6.9595
14 H -12.8586 12.7836 -4.5981
15 H -9.0017 14.6190 -4.8255
16 H -10.3049 13.9817 -3.7449
17 H -10.2137 15.7629 -4.0604
18 H -11.2883 15.3578 -7.5011
19 H -9.5827 15.0281 -6.9768
20 H -8.3287 17.0046 -6.8078
21 H -8.1084 19.1442 -5.8836
22 H -9.9694 20.3596 -4.6844
23 H -12.1313 19.1689 -4.4182
24 Cl -13.2278 17.6072 -0.8976
25 C -14.6945 16.6461 -1.3154
26 C -15.8956 17.0667 -0.6763
27 C -17.0628 16.4270 -1.0843
28 C -16.9908 15.3090 -1.8535
29 C -15.7891 14.7674 -2.3051
30 Cl -15.7671 13.4678 -3.3872
31 C -14.5662 15.5120 -2.1359
32 S -13.0431 15.0419 -2.8204
33 H -15.8509 17.8927 0.0125
34 H -18.0281 16.6571 -0.6413
35 H -17.8920 14.6832 -1.9461
36 C -13.1109 10.2853 -4.4783
37 C -12.1262 10.9246 -5.4320
38 C -12.8090 10.8749 -6.7855
39 C -11.9127 12.3627 -4.9635
40 C -10.7810 10.1516 -5.4062
41 C -10.4446 9.1541 -6.3116
42 C -9.2378 8.4690 -6.3039
43 C -8.3423 8.6540 -5.2576
44 C -8.6473 9.6405 -4.3226
45 C -9.8728 10.2882 -4.3207
46 H -14.1485 10.7195 -4.5037
47 H -12.7585 10.4612 -3.4859
48 H -13.2187 9.2227 -4.6839
49 H -13.7079 11.4184 -6.7211
50 H -13.0305 9.8488 -7.0482
51 H -12.2287 11.3134 -7.6489
52 H -11.3415 12.3738 -4.0038
53 H -11.0734 8.9602 -7.0828
54 H -9.1138 7.6018 -7.0166
55 H -7.3528 8.1555 -5.3043
56 H -7.8308 9.8762 -3.6060
57 H -9.9985 10.8963 -3.4409
58 C -18.2505 17.0199 -4.5638
59 C -16.9700 17.7753 -4.4692
60 O -15.8943 17.0100 -5.1326
61 P -14.5134 17.7760 -5.4263
62 O -14.5662 19.0230 -4.6265
63 Te -14.3502 14.4503 -7.0089
64 O -14.7500 17.9615 -7.0294
65 C -13.8899 18.8726 -7.7115
66 C -12.9089 18.1053 -8.6174
67 H -18.9932 17.5741 -4.0233
68 H -18.2205 16.0217 -4.1521
69 H -18.6368 16.9249 -5.6495
70 H -16.6642 17.9268 -3.4652
71 H -17.1022 18.7775 -4.9053
72 H -13.3928 19.6241 -7.0348
73 H -14.6276 19.4761 -8.2857
74 H -12.2847 17.5297 -7.9223
75 H -12.3232 18.8502 -9.0946
76 H -13.4537 17.4772 -9.3283

Calculated values
Orbital gap (alpha / beta), eV: 6.37 / 6.24
2S+1: 5
Net charge: -1
HOMO (alpha / beta), eV: -3.90 / -4.31
E_tot, eV: -93352.370
Largest force on an atom, eV/A: 2.99
⟨S²⟩: 6.029
Energy relative to the best compared isomer or geometry (same formula, charge and spin), kcal/mol: 0.0

Mulliken charges, unit e, in atom order: number 1, Ru, carries 0.755; number 2, C, carries -1.438; number 3, N, carries 1.436; number 4, C, carries -1.440; number 5, C, carries -1.339; number 6, C, carries 1.373; number 7, C, carries -0.786; number 8, C, carries -0.492; number 9, C, carries -0.576; number 10, C, carries -0.379; number 11, C, carries -0.148; number 12, H, carries 0.053; number 13, H, carries 0.527; number 14, H, carries -0.305; number 15, H, carries 0.252; number 16, H, carries 0.460; number 17, H, carries 0.343; number 18, H, carries 0.216; number 19, H, carries 0.355; number 20, H, carries 0.312; number 21, H, carries 0.304; number 22, H, carries 0.342; number 23, H, carries 0.684; number 24, Cl, carries -0.250; number 25, C, carries 0.166; number 26, C, carries -0.690; number 27, C, carries -0.483; number 28, C, carries -0.368; number 29, C, carries 0.212; number 30, Cl, carries -0.176; number 31, C, carries 0.014; number 32, S, carries -0.407; number 33, H, carries 0.430; number 34, H, carries 0.346; number 35, H, carries 0.344; number 36, C, carries -2.008; number 37, C, carries 3.019; number 38, C, carries -2.387; number 39, C, carries -0.297; number 40, C, carries 0.075; number 41, C, carries -0.373; number 42, C, carries -0.758; number 43, C, carries -0.401; number 44, C, carries -0.724; number 45, C, carries -0.231; number 46, H, carries 0.333; number 47, H, carries 0.491; number 48, H, carries 0.442; number 49, H, carries 0.378; number 50, H, carries 0.656; number 51, H, carries 0.284; number 52, H, carries 0.072; number 53, H, carries 0.453; number 54, H, carries 0.267; number 55, H, carries 0.333; number 56, H, carries 0.302; number 57, H, carries 0.369; number 58, C, carries -1.280; number 59, C, carries -0.108; number 60, O, carries -0.139; number 61, P, carries 0.478; number 62, O, carries -0.846; number 63, Te, carries -0.391; number 64, O, carries -0.297; number 65, C, carries -0.502; number 66, C, carries -0.696; number 67, H, carries 0.412; number 68, H, carries 0.229; number 69, H, carries 0.293; number 70, H, carries 0.186; number 71, H, carries 0.398; number 72, H, carries 0.309; number 73, H, carries 0.387; number 74, H, carries -0.055; number 75, H, carries 0.399; number 76, H, carries 0.282

Q: Look up the E_tot of the first one.
A: -732358.644 eV

Q: Which of these has the highest E_tot?
A: C29H37Cl2NO3PRuSTe

Q: Which of these has the lowest E_tot?
A: C29H37BCl54NO3PSi